The following is a quantum chemistry calculation of C40H63Br2F12N3O12 as an isolated structure in a non-equilibrium geometry, from the OMol25 dataset.

Last column: Mulliken charge in e.
CARTESIAN COORDINATES (ANGSTROEM)
C1 2.864 -0.977 -0.067  -0.7552
C2 1.852 -1.360 1.204  -0.3159
C3 0.403 -0.577 0.947  0.8991
C4 -0.794 -1.687 0.791  -0.8360
N1 -1.853 -1.355 -0.234  0.6862
C5 -1.367 -1.437 -1.654  -1.2203
C6 -1.489 0.101 -2.302  -0.2063
O1 -1.532 1.104 -1.241  0.6776
C7 -2.580 2.106 -1.394  1.4566
C8 -4.117 1.521 -1.506  -0.8456
C9 -4.693 0.832 -0.137  0.1879
O2 -5.951 0.123 -0.498  -0.5918
C10 -2.565 2.984 0.032  -1.2210
C11 -1.856 2.143 1.275  0.5684
C12 -1.936 3.026 2.686  -0.7420
O3 -3.365 3.233 3.015  -0.5314
C13 -2.382 3.208 -2.580  -1.4028
O4 -1.171 3.092 -3.391  -0.3785
C14 0.047 3.502 -2.682  0.5420
C15 1.394 2.545 -2.945  -0.2997
C16 2.828 2.822 -2.200  -0.4430
C17 2.960 4.088 -1.162  -0.4211
C18 1.666 5.084 -0.905  -0.5133
C19 0.224 4.782 -1.674  -0.2698
N2 -2.013 -2.429 -2.552  0.6899
C20 -3.486 -2.345 -2.703  0.0559
N3 -3.771 -1.971 -4.173  -0.2502
C21 -4.771 -2.919 -4.797  -0.6852
C22 -1.385 -3.766 -2.650  -0.5609
Br1 -1.411 -4.380 -4.595  -0.1281
C23 -2.028 -4.989 -1.790  -0.2338
C24 -2.620 -4.604 -0.314  -0.5413
Br2 -3.426 -6.058 -2.821  -0.1191
H1 2.599 -1.619 -1.029  0.1628
H2 4.010 -1.067 0.232  0.2889
H3 2.709 0.178 -0.324  0.1634
H4 2.404 -0.999 2.171  0.1685
H5 1.752 -2.526 1.231  0.1461
H6 0.551 0.039 -0.039  -0.6674
H7 0.172 0.096 1.897  0.1957
H8 -1.331 -1.845 1.826  0.1430
H9 -0.265 -2.690 0.417  0.1831
H10 -2.762 -1.833 -0.064  -0.0130
H11 -0.202 -1.691 -1.599  0.1932
H12 -0.447 0.255 -2.865  -0.3519
H13 -2.307 0.185 -3.131  0.0719
H14 -4.805 2.455 -1.784  0.4957
H15 -4.277 0.746 -2.379  0.1214
H16 -5.007 1.672 0.643  0.1763
H17 -3.960 0.100 0.406  -0.1163
H18 -5.896 -0.759 0.003  0.3678
H19 -1.912 3.978 -0.075  0.3183
H20 -3.656 3.380 0.313  0.1914
H21 -0.690 2.032 1.053  -0.0324
H22 -2.317 1.082 1.452  -0.0160
H23 -1.401 4.063 2.594  0.3369
H24 -1.489 2.367 3.571  0.2608
H25 -3.508 4.219 2.899  0.3271
H26 -3.310 3.093 -3.323  0.5047
H27 -2.483 4.319 -2.157  0.1223
H28 1.283 1.622 -3.694  0.2649
H29 3.709 2.081 -2.416  0.3630
H30 3.959 4.302 -0.581  0.2922
H31 1.704 6.006 -0.163  0.2866
H32 -0.697 5.472 -1.460  0.3384
H33 -3.863 -1.396 -2.083  -0.4778
H34 -4.126 -3.246 -2.328  0.4547
H35 -4.095 -0.967 -4.235  0.2708
H36 -5.856 -2.464 -4.909  0.2667
H37 -4.893 -3.945 -4.246  0.1650
H38 -4.354 -3.181 -5.884  0.2498
H39 -0.224 -3.726 -2.378  0.4970
H40 -1.149 -5.775 -1.602  0.4351
H41 -1.756 -4.279 0.432  0.0932
H42 -3.051 -5.617 0.147  0.4588
H43 -3.532 -3.857 -0.322  -0.0055
C25 -5.031 -7.475 5.419  -1.0986
C26 -3.923 -6.602 4.855  -0.2218
O5 -4.379 -5.870 3.705  -0.2312
C27 -5.186 -4.794 3.962  0.2854
O6 -5.523 -4.444 5.092  -0.5260
C28 -5.576 -4.082 2.668  0.9105
F1 -6.036 -4.941 1.714  -0.2591
F2 -4.522 -3.421 2.110  -0.2357
F3 -6.557 -3.154 2.846  -0.2542
H44 -5.427 -8.138 4.644  0.3002
H45 -4.663 -8.078 6.252  0.3672
H46 -5.872 -6.872 5.779  0.3157
H47 -3.096 -7.238 4.521  0.3079
H48 -3.517 -5.918 5.611  0.3120
C29 -2.344 3.737 -6.285  -0.2519
C30 -1.716 5.103 -6.503  -0.2903
O7 -1.248 5.244 -7.854  -0.3371
C31 -2.212 5.464 -8.802  0.3774
O8 -3.414 5.539 -8.552  -0.5170
C32 -1.589 5.629 -10.186  0.8544
F4 -0.695 4.643 -10.482  -0.2411
F5 -0.911 6.806 -10.306  -0.2446
F6 -2.511 5.617 -11.190  -0.2381
H49 -1.640 2.944 -6.558  0.3260
H50 -2.639 3.608 -5.241  -0.4222
H51 -3.232 3.600 -6.911  0.4474
H52 -0.842 5.207 -5.850  0.3130
H53 -2.407 5.915 -6.247  0.3125
C33 8.543 -1.848 3.070  -1.0626
C34 8.114 -2.928 4.048  -0.2092
O9 6.728 -2.786 4.397  -0.3143
C35 5.827 -3.194 3.450  0.3183
O10 6.146 -3.657 2.356  -0.5289
C36 4.394 -3.024 3.949  0.9383
F7 4.164 -1.788 4.477  -0.2608
F8 4.083 -3.921 4.928  -0.2655
F9 3.464 -3.195 2.967  -0.2116
H54 8.324 -0.855 3.477  0.2420
H55 9.612 -1.919 2.858  0.3763
H56 8.000 -1.927 2.123  0.3405
H57 8.689 -2.825 4.976  0.3221
H58 8.313 -3.933 3.658  0.3035
C37 8.123 3.471 7.599  -1.0918
C38 7.140 3.090 6.507  -0.1642
O11 7.631 3.480 5.214  -0.3124
C39 8.621 2.693 4.687  0.3976
O12 9.088 1.708 5.256  -0.5206
C40 9.034 3.188 3.303  0.8424
F10 9.279 4.529 3.274  -0.2445
F11 8.069 2.957 2.367  -0.2449
F12 10.166 2.587 2.838  -0.2365
H59 8.351 4.541 7.554  0.2990
H60 7.718 3.233 8.586  0.3665
H61 9.075 2.942 7.484  0.3156
H62 6.198 3.627 6.664  0.3140
H63 6.906 2.019 6.523  0.2841

Output
LUMO: 0.03 eV
HOMO: -0.3081 Eh
E_tot: -244219.92052 eV
Kohn-Sham gap: 8.4 eV
ΔE to the lowest compared entry with this formula, charge and spin: 396.9 kcal/mol